No. 1
Formula: C4H8OS3
Source: the OMol25 dataset
Level of theory: ωB97M-V/def2-TZVPD

Output
HOMO level	-8.513	eV
net charge	0
energy relative to the best compared isomer or geometry (same formula, charge and spin)	1.027	eV

Each line ends with the natural charge from an NBO analysis.
CARTESIAN COORDINATES (ANGSTROEM)
C -0.871 1.284 0.933  -0.22
O -0.605 1.306 -0.453  -0.54
C -1.225 0.370 -1.287  -0.19
S -0.258 -1.181 -1.480  0.18
C 1.409 -0.557 -1.195  -0.69
S 1.925 -0.201 0.546  0.22
C 0.706 -1.067 1.539  -0.71
S -0.956 -0.333 1.745  0.17
H -0.089 1.933 1.377  0.22
H -1.885 1.725 1.131  0.20
H -1.286 0.837 -2.246  0.20
H -2.254 0.070 -0.970  0.20
H 2.088 -1.327 -1.586  0.24
H 1.578 0.386 -1.768  0.24
H 1.176 -1.143 2.544  0.24
H 0.547 -2.104 1.170  0.24

No. 2
Formula: C4H8OSi
Source: the OMol25 dataset
Level of theory: ωB97M-V/def2-TZVPD

Output
HOMO level	-8.061	eV
net charge	0
energy relative to the best compared isomer or geometry (same formula, charge and spin)	2.357	eV

Each line ends with the natural charge from an NBO analysis.
CARTESIAN COORDINATES (ANGSTROEM)
C -2.387 1.116 -0.797  -1.23
Si -1.474 0.066 0.267  1.74
C -0.631 -1.559 -0.203  -1.14
O -1.138 0.412 1.824  -1.10
H -2.850 2.025 -0.457  0.23
H -2.656 0.805 -1.787  0.23
H -1.033 -1.936 -1.138  0.25
H 0.443 -1.433 -0.335  0.25
H -0.781 -2.320 0.560  0.25
H -0.282 0.733 2.095  0.51
C 2.683 0.755 -0.200  -0.25
C 3.713 0.287 0.182  -0.22
H 1.794 1.165 -0.584  0.23
H 4.599 -0.117 0.570  0.23

No. 3
Formula: C4H8P2
Source: the OMol25 dataset
Level of theory: ωB97M-V/def2-TZVPD

Output
HOMO level	-8.926	eV
net charge	0
energy relative to the best compared isomer or geometry (same formula, charge and spin)	4.646	eV

Each line ends with the natural charge from an NBO analysis.
CARTESIAN COORDINATES (ANGSTROEM)
C -1.225 -0.327 0.551  -0.74
C 0.711 0.356 -0.200  0.14
C 1.604 -0.587 0.615  -0.70
C 1.350 1.037 -1.158  -0.53
P -2.612 0.960 0.324  0.30
P -2.443 -0.944 -0.700  0.26
H -0.819 -0.955 1.356  0.23
H 2.280 -1.014 -0.167  0.23
H 2.054 -0.003 1.417  0.22
H 0.952 -1.350 1.076  0.20
H 2.461 1.149 -1.056  0.21
H 0.805 1.790 -1.645  0.20
H -3.133 0.549 1.538  -0.02
H -1.984 -0.662 -1.951  -0.01

No. 4
Formula: C4H8S
Source: the OMol25 dataset
Level of theory: ωB97M-V/def2-TZVPD

Output
HOMO level	-8.247	eV
net charge	0
energy relative to the best compared isomer or geometry (same formula, charge and spin)	0.570	eV

Each line ends with the natural charge from an NBO analysis.
CARTESIAN COORDINATES (ANGSTROEM)
C 0.026 -0.408 -1.388  -0.61
C -0.512 0.098 -0.088  -0.22
C -0.265 -0.864 1.082  -0.52
S 0.754 0.346 1.994  0.18
C 0.449 1.236 0.504  -0.54
H 0.303 0.448 -2.043  0.21
H 0.983 -0.855 -1.155  0.21
H -0.682 -1.116 -1.827  0.22
H -1.559 0.459 -0.168  0.21
H -1.219 -0.899 1.719  0.22
H 0.131 -1.902 0.927  0.22
H 1.420 1.153 -0.037  0.20
H 0.171 2.304 0.479  0.22

No. 5
Formula: C4H8S2
Source: the OMol25 dataset
Level of theory: ωB97M-V/def2-TZVPD

Output
HOMO level	-9.015	eV
net charge	0
energy relative to the best compared isomer or geometry (same formula, charge and spin)	2.380	eV

Each line ends with the natural charge from an NBO analysis.
CARTESIAN COORDINATES (ANGSTROEM)
C -0.791 1.079 -1.479  -0.41
C -0.888 -0.184 -1.131  -0.19
C -0.182 -0.778 0.023  -0.42
S 1.162 -1.826 -0.537  0.01
C 0.353 0.315 1.012  -0.52
S 1.129 -0.280 2.583  -0.02
H -0.316 1.764 -0.784  0.19
H -0.855 1.396 -2.570  0.22
H -1.453 -0.830 -1.860  0.22
H -0.862 -1.443 0.570  0.24
H 2.066 -0.511 -0.773  0.12
H -0.453 0.911 1.428  0.23
H 1.123 0.903 0.359  0.23
H -0.034 -0.515 3.159  0.11

No. 6
Formula: C4H8S2
Source: the OMol25 dataset
Level of theory: ωB97M-V/def2-TZVPD

Output
HOMO level	-8.912	eV
net charge	0
energy relative to the best compared isomer or geometry (same formula, charge and spin)	3.918	eV

Each line ends with the natural charge from an NBO analysis.
CARTESIAN COORDINATES (ANGSTROEM)
C 1.036 -0.802 -0.147  -0.65
C -0.034 0.009 0.421  -0.32
C -1.159 -1.096 0.625  -0.21
S -2.851 -0.678 0.615  0.00
C -0.569 1.195 -0.574  -0.56
S 0.932 2.118 -0.937  -0.04
H 0.435 -1.421 -0.882  0.21
H 2.020 -0.337 -0.708  0.25
H 1.360 -1.726 0.444  0.23
H 0.374 0.465 1.435  0.24
H -0.873 -2.201 0.903  0.22
H -1.389 1.750 -0.161  0.24
H -1.119 0.705 -1.486  0.25
H 1.838 2.019 0.452  0.14

No. 7
Formula: C4H8Si
Source: the OMol25 dataset
Level of theory: ωB97M-V/def2-TZVPD

Output
HOMO level	-8.562	eV
net charge	0
energy relative to the best compared isomer or geometry (same formula, charge and spin)	5.238	eV

Each line ends with the natural charge from an NBO analysis.
CARTESIAN COORDINATES (ANGSTROEM)
C -0.118 1.814 -0.790  -0.43
C -0.291 1.671 0.710  -0.22
C 1.120 1.416 -0.121  -0.25
C 1.009 2.154 1.080  -0.03
Si -0.336 -2.475 0.097  0.62
H -0.723 1.161 -1.462  0.23
H -0.017 2.943 -1.087  0.23
H -0.759 0.823 1.196  0.24
H 1.644 0.453 -0.167  0.24
H 1.007 -2.409 0.653  -0.14
H -0.924 -3.552 0.870  -0.15
H -0.595 -2.702 -1.399  -0.13
H -1.020 -1.299 0.421  -0.19

No. 8
Formula: C4H8Si2
Source: the OMol25 dataset
Level of theory: ωB97M-V/def2-TZVPD

Output
HOMO level	-9.384	eV
net charge	0
energy relative to the best compared isomer or geometry (same formula, charge and spin)	0.388	eV

Each line ends with the natural charge from an NBO analysis.
CARTESIAN COORDINATES (ANGSTROEM)
C -1.670 -1.481 -0.237  -0.32
C -0.872 -0.462 0.070  -0.84
Si -0.243 0.573 -1.415  1.05
C 1.197 1.426 -0.577  -0.55
C 1.427 0.985 0.661  -0.59
Si 0.235 -0.191 1.575  1.07
H -1.920 -2.159 0.591  0.18
H -2.211 -1.622 -1.146  0.19
H -1.212 0.856 -2.466  -0.14
H 0.697 -0.399 -2.077  -0.18
H 1.882 1.967 -1.060  0.20
H 2.423 1.238 1.201  0.22
H 0.682 -1.527 2.376  -0.13
H -0.414 0.797 2.506  -0.16

no.,maximum force (Eh/bohr)
1,0.017
2,0.043
3,0.095
4,0.060
5,0.073
6,0.105
7,0.051
8,0.076